Entry 1:
This record from OMol25 describes a molecular structure, C19H51As3N3O6PPtSe at a distorted geometry. The level of theory is ωB97M-V/def2-TZVPD.

Last column: Löwdin charge in e.
Geometry (Å):
Pt 0.04007 1.20231 -0.31592  0.66
C -0.66035 1.76663 3.31325  -0.27
As -0.10460 0.46564 1.95784  1.09
C -1.27497 -1.01658 2.49840  -0.25
C 1.64747 0.00660 2.76470  -0.30
C 2.71994 -0.62518 1.85991  -0.68
C 2.09438 -1.56564 0.83403  -0.09
C 3.52692 0.45732 1.11905  -0.29
As 2.56625 1.68460 -0.18504  1.18
C 3.83286 1.49188 -1.65906  -0.24
C 3.13226 3.40914 0.56825  -0.25
C 3.72918 -1.36821 2.75906  -0.38
As 3.43046 -3.05617 3.81379  1.13
C 1.49460 -3.18555 4.22850  -0.36
C 3.44499 -4.40439 2.36771  -0.35
H -0.58196 1.34163 4.31777  0.04
H -1.68968 2.07014 3.11656  0.03
H -0.02983 2.65223 3.24584  0.02
H -1.14448 -1.28029 3.54966  0.04
H -1.07992 -1.87543 1.86203  0.00
H -2.30520 -0.69562 2.33743  0.03
H 1.44989 -0.66215 3.60632  0.05
H 2.04929 0.93723 3.18119  0.08
H 1.48151 -1.00431 0.11558  0.02
H 1.45559 -2.29443 1.33081  0.06
H 2.87016 -2.09489 0.28036  0.09
H 4.30490 -0.03657 0.52945  0.08
H 4.03257 1.09728 1.84698  0.08
H 4.84617 1.68657 -1.29882  0.04
H 3.57349 2.19864 -2.44304  0.03
H 3.76854 0.48381 -2.06849  0.04
H 4.20493 3.43339 0.75940  0.03
H 2.58891 3.59472 1.49401  0.02
H 2.86555 4.17011 -0.16125  0.02
H 4.09095 -0.64701 3.50123  0.06
H 4.60888 -1.62461 2.15811  0.06
H 1.21745 -2.49415 5.02188  0.01
H 1.32291 -4.19246 4.60740  0.02
H 0.84753 -3.02706 3.37056  -0.01
H 4.33575 -4.28353 1.75551  0.01
H 2.56880 -4.36462 1.72733  0.01
H 3.49328 -5.39622 2.81688  0.01
C -1.65645 5.64891 0.63402  -0.07
C -0.59572 4.57359 0.83816  -0.32
O -1.15444 3.28066 0.69298  -0.22
H -1.24949 6.62895 0.86422  0.07
H -2.50681 5.45489 1.28405  0.07
H -2.00486 5.64744 -0.39564  0.08
H -0.20121 4.62068 1.85855  0.10
H 0.22735 4.72987 0.13116  0.10
H -1.43077 3.19694 -0.24306  0.03
C -0.56425 -2.80192 -3.28544  -0.11
N -1.39356 -1.61106 -3.33486  -0.29
C -0.84381 -0.61255 -4.23282  -0.12
P -2.08838 -1.19995 -1.86627  0.58
O -1.24423 -0.98797 -0.66408  -0.36
N -3.14341 0.05403 -2.15016  -0.29
C -3.56211 0.86549 -1.03381  -0.12
C -3.75559 0.38336 -3.41312  -0.11
N -2.98194 -2.61795 -1.58970  -0.32
C -3.99648 -2.97468 -2.55046  -0.12
C -3.34985 -2.92131 -0.23051  -0.12
H -0.50301 -3.23264 -4.28854  0.09
H -1.01494 -3.52831 -2.61193  0.07
H 0.45032 -2.57474 -2.93978  0.09
H -1.05968 -0.89889 -5.26750  0.10
H 0.23830 -0.52360 -4.11413  0.07
H -1.26228 0.36843 -4.03314  0.05
H -2.91508 0.65125 -0.18113  0.05
H -4.60529 0.65088 -0.76333  0.09
H -3.46753 1.92612 -1.27504  0.08
H -3.46286 -0.34400 -4.16385  0.07
H -3.44230 1.37928 -3.74628  0.10
H -4.84767 0.37397 -3.31908  0.09
H -3.62517 -2.75159 -3.54590  0.07
H -4.94054 -2.43865 -2.38714  0.08
H -4.19117 -4.04743 -2.47617  0.08
H -2.56481 -2.55091 0.42016  0.04
H -3.43244 -4.00473 -0.11832  0.09
H -4.30663 -2.46971 0.06195  0.09
O 0.21898 2.74574 -4.18596  -0.42
Se 0.35095 2.37202 -2.66823  0.60
O 0.94684 0.85645 -2.42747  -0.56
O -1.11663 2.33748 -1.92626  -0.55
O 1.28324 3.39131 -1.84131  -0.54

Forces on atoms 1 to 2 (eV/Å):
Pt 3.264 -3.548 1.960
C -0.073 0.004 -0.188

Results
total charge = 0
HOMO (alpha / beta) = -0.286 / -0.286 hartree
orbital gap (alpha / beta) = 0.246 / 0.246 Ha

Entry 2:
This record from OMol25 describes a molecular structure, C19H51AsN4RuSi3. The level of theory is ωB97M-V/def2-TZVPD.

Last column: Löwdin spin population.
Geometry (Å):
Ru 0.83889 -0.22417 0.37238  3.76
C 2.16082 2.00135 2.69669  0.00
C 0.78485 1.36137 2.87239  0.03
N 0.63329 -0.09979 2.58783  0.14
C 1.35577 -1.08137 3.43201  0.01
C 2.66688 -1.47979 2.80269  0.01
N 2.50237 -1.81509 1.36677  0.11
C 3.86357 -1.95749 0.77254  0.01
C 3.94036 -2.23370 -0.73877  0.00
C 2.64852 -2.20245 -1.52749  0.01
N 1.89706 -0.91233 -1.50186  0.14
C 2.60050 0.29186 -2.03203  0.02
C 3.24135 1.10900 -0.92327  0.01
N 2.25984 1.46649 0.15718  0.15
C 2.99472 1.73042 1.43836  0.02
H 2.79983 1.75071 3.54640  0.00
H 1.98696 3.07511 2.79564  0.00
H 0.05890 1.85246 2.21426  0.01
H 0.44358 1.55588 3.89277  0.01
H -0.35812 -0.28216 2.72682  0.01
H 0.70337 -1.95210 3.52515  0.00
H 1.50689 -0.68652 4.43896  0.00
H 3.10022 -2.32001 3.35113  0.00
H 3.39050 -0.66766 2.87489  0.00
H 2.04649 -2.72603 1.32311  0.00
H 4.39314 -2.74226 1.31805  0.00
H 4.39397 -1.03534 1.01196  0.00
H 4.35719 -3.22883 -0.89992  0.00
H 4.66771 -1.55807 -1.19260  0.00
H 1.95237 -2.96485 -1.17070  0.00
H 2.86791 -2.44619 -2.57051  0.00
H 1.10386 -1.06551 -2.12108  0.01
H 1.85566 0.89025 -2.56183  0.00
H 3.35261 0.00343 -2.76977  0.00
H 3.69565 2.01707 -1.32257  0.00
H 4.03545 0.53978 -0.44360  0.00
H 1.75689 2.30598 -0.13002  0.01
H 3.67872 2.56594 1.27305  0.01
H 3.61934 0.85102 1.58166  0.00
C -4.81159 -0.40285 0.40739  0.01
Si -3.13125 -0.51105 1.18771  0.04
C -2.99150 0.68705 2.61778  0.00
C -2.65010 -2.24845 1.66066  0.01
As -1.47524 0.18507 -0.49317  0.25
Si -1.80920 -1.31243 -2.41200  0.04
C -0.84492 -0.61821 -3.86012  0.00
C -1.13927 -2.96958 -1.85118  0.01
C -3.62933 -1.35698 -2.78459  0.01
Si -1.77337 2.56170 -1.06208  0.05
C -3.60576 2.75122 -1.29617  0.02
C -1.13685 3.56496 0.38137  0.00
C -0.78206 2.91266 -2.60090  0.00
H -5.51215 -0.75882 1.17178  0.00
H -4.94380 -1.03735 -0.46502  0.00
H -5.11088 0.61332 0.15489  0.00
H -3.86748 0.53713 3.25637  0.00
H -3.00938 1.73303 2.30990  0.00
H -2.13289 0.52891 3.27234  0.00
H -3.10620 -2.48826 2.62503  0.00
H -1.57076 -2.39735 1.76365  0.00
H -3.01657 -2.98215 0.94193  0.00
H 0.22515 -0.84045 -3.86392  0.00
H -0.97288 0.45339 -4.00542  0.00
H -1.23478 -1.10828 -4.75776  0.00
H -0.29800 -2.90640 -1.15450  0.01
H -0.80294 -3.53894 -2.72190  0.00
H -1.90884 -3.56312 -1.35650  0.00
H -4.11207 -0.37972 -2.78317  0.00
H -4.16804 -2.01750 -2.10535  0.00
H -3.74546 -1.76901 -3.79163  0.00
H -4.14276 2.80060 -0.34891  0.00
H -4.05708 1.98062 -1.92118  0.00
H -3.75931 3.70870 -1.80525  0.00
H -1.58649 3.29622 1.33752  0.00
H -1.40509 4.60861 0.19029  0.00
H -0.04836 3.54766 0.48187  0.00
H -1.31686 2.63332 -3.50894  0.00
H 0.19475 2.42525 -2.62531  0.00
H -0.60828 3.99107 -2.65216  0.00

Forces on atoms 1 to 2 (eV/Å):
Ru 0.441 -0.047 0.056
C 0.013 0.031 0.012

Results
expectation value of S² = 8.7596
total charge = +3
multiplicity = 6
HOMO (alpha / beta) = -0.621 / -0.669 hartree
orbital gap (alpha / beta) = 0.348 / 0.249 Ha

Let's list molar mass in order: 947.4 595.9 g/mol.
Let's list total energy in order: -297680.402 -113520.855 eV.
Let's list ΔE to the lowest compared entry with this formula, charge and spin in order: 2.463 0.000 eV.